1.
Below is a molecular structure, C24H66As3F21N5O7, with properties calculated with ωB97M-V with the def2-TZVPD basis set.

Atoms and positions in Å:
C: -5.0480 -6.4054 0.8274
C: -5.0947 -5.1168 0.0508
C: -6.4599 -4.4558 0.1375
O: -6.4655 -3.1308 -0.5181
C: -7.3659 -2.2041 0.0628
N: -4.1430 -4.1456 0.7837
H: -3.2883 -4.5953 1.0795
H: -3.9116 -3.3268 0.2394
H: -4.4814 -3.7678 1.6571
H: -4.1586 -7.0079 0.6430
H: -5.8918 -7.0390 0.5544
H: -5.1791 -6.2787 1.9021
H: -4.5900 -5.2875 -0.9002
H: -6.8167 -4.4616 1.1674
H: -7.1242 -4.9864 -0.5447
H: -7.3568 -1.1643 -0.2641
H: -7.2613 -2.0625 1.1385
H: -8.4095 -2.5020 -0.0386
C: 5.7290 -0.6002 6.3348
C: 5.4038 -2.0597 6.1120
C: 6.3828 -3.1718 6.6254
O: 6.6597 -2.8620 7.9722
C: 7.8527 -3.4322 8.4628
N: 4.1521 -2.4020 6.9206
H: 4.3636 -2.3495 7.9068
H: 3.4008 -1.8245 6.5712
H: 3.9272 -3.3738 6.7621
H: 6.6707 -0.2619 5.9024
H: 6.0438 -0.5087 7.3743
H: 4.9143 0.1117 6.2019
H: 5.1003 -2.2784 5.0882
H: 7.2556 -3.0276 5.9887
H: 6.0206 -4.1986 6.5732
H: 7.8993 -4.5188 8.3903
H: 7.9497 -3.1287 9.5053
H: 8.7434 -3.0851 7.9390
C: 3.2441 1.0113 -7.8110
C: 1.8510 0.6897 -8.3303
C: 1.7397 -0.6963 -8.9790
O: 0.4142 -0.9651 -9.3686
C: 0.2251 -2.2693 -9.9015
N: 0.9283 0.9200 -7.1321
H: 1.0354 0.1866 -6.4460
H: 1.2215 1.7935 -6.7185
H: -0.0326 0.9676 -7.4395
H: 3.8865 1.2590 -8.6560
H: 3.7116 0.1982 -7.2556
H: 3.2834 1.8276 -7.0898
H: 1.4981 1.5669 -8.8726
H: 1.9403 -1.5266 -8.3020
H: 2.3624 -0.7322 -9.8729
H: 0.6541 -2.3010 -10.9030
H: -0.8371 -2.5079 -9.9571
H: 0.7200 -3.0549 -9.3306
C: -1.7784 4.7541 -0.0608
C: -2.9487 4.7030 -1.0232
C: -4.3190 5.0147 -0.3167
O: -5.3209 4.9217 -1.3168
C: -6.5986 5.3024 -0.8641
N: -2.7192 5.7414 -2.0863
H: -1.7421 5.8094 -2.3329
H: -3.1657 5.4130 -2.9307
H: -3.0515 6.6683 -1.8619
H: -0.8042 4.5651 -0.5117
H: -1.9819 3.9164 0.6062
H: -1.8844 5.6748 0.5130
H: -3.0693 3.7412 -1.5216
H: -4.2474 6.0761 -0.0791
H: -4.5014 4.4448 0.5944
H: -7.4387 5.0703 -1.5186
H: -6.6999 6.3106 -0.4623
H: -6.7723 4.6687 0.0056
C: 6.9171 4.2180 1.5607
C: 7.4266 5.5488 2.0697
C: 6.3992 6.1594 3.0527
O: 6.1367 5.2918 4.1889
C: 4.8689 5.5012 4.7539
N: 8.7022 5.2337 2.9124
H: 9.0454 6.0999 3.3021
H: 8.5590 4.6521 3.7256
H: 9.4930 4.8989 2.3807
H: 7.5317 3.7636 0.7836
H: 6.0090 4.2596 0.9592
H: 6.7585 3.4829 2.3497
H: 7.6949 6.1997 1.2376
H: 5.4520 6.2587 2.5225
H: 6.5707 7.2145 3.2662
H: 4.0772 5.1575 4.0882
H: 4.6930 6.5456 5.0118
H: 4.6164 4.8632 5.6008
As: 1.8677 -1.8273 -0.8940
F: 0.4382 -0.8791 -1.5301
F: 2.4537 -1.6658 -2.6432
F: 3.2912 -2.7259 -0.2627
F: 1.1829 -2.0569 0.7657
F: 1.0713 -3.3623 -1.3007
F: 2.6719 -0.3015 -0.4089
As: -3.3625 0.0477 5.1787
F: -4.1583 -1.5542 4.8941
F: -3.6597 -0.2797 6.9183
F: -2.5316 1.5843 5.5225
F: -3.0681 0.2328 3.3695
F: -4.8927 0.8375 4.9089
F: -1.7456 -0.7424 5.4409
As: 0.8615 -8.1594 5.5331
F: -0.8232 -7.7411 5.9800
F: 1.4245 -6.9061 6.7544
F: 2.5123 -8.6169 5.1315
F: 0.2248 -9.2588 4.2859
F: 0.8449 -6.8096 4.3378
F: 0.8710 -9.4377 6.8006
C: -5.2325 1.8305 -6.1623
O: -4.8816 0.4999 -6.4275
O: -4.1793 2.6399 -6.6764
C: -6.7518 2.1262 -6.5192
F: -7.5922 1.1699 -6.1077
F: -7.1931 3.1988 -5.8604
F: -6.9893 2.2902 -7.8460
C: -4.9640 -0.5140 -5.3578
C: -4.4246 -1.8623 -5.9340
H: -4.8196 -1.8784 -6.9498
H: -3.3377 -1.7817 -5.9492
H: -4.7375 -2.7376 -5.3648
H: -5.9620 -0.6468 -4.9402
H: -4.4390 -0.2127 -4.4513
H: -5.1472 1.8985 -5.0778

Kohn-Sham gap, eV: 3.14
E, hartree: -10558.63493
Total charge: +1

These are the Mulliken partial charges, in e, on atoms 1 to 8: C -1.45; C 0.35; C -0.82; O -0.29; C -0.81; N -0.35; H 0.37; H 0.34

2.
Below is a molecular structure, C24H66AsF6N6O6, with properties calculated with ωB97M-V with the def2-TZVPD basis set.

Atoms and positions in Å:
As: -14.4418 -5.2832 23.5321
F: -15.8156 -6.2774 24.0778
F: -13.3980 -6.2952 24.7152
F: -12.9900 -4.3763 23.0016
F: -15.4389 -4.2745 22.4429
F: -14.6198 -4.1109 24.8847
F: -14.1210 -6.5850 22.2639
C: -11.2417 -0.6149 21.6716
C: -11.6525 -1.7558 20.6489
C: -13.1156 -2.0122 20.5190
O: -13.2723 -3.3295 19.8279
C: -13.5433 -4.4571 20.6509
N: -11.3362 -1.2587 19.2833
H: -11.5354 -0.8436 22.6961
H: -11.8240 0.1980 21.2377
H: -10.1767 -0.4043 21.5740
H: -11.0808 -2.6647 20.8366
H: -13.6036 -1.1260 20.1132
H: -13.5870 -2.0319 21.5015
H: -12.8396 -4.5766 21.4748
H: -13.3455 -5.2895 19.9756
H: -14.5768 -4.5596 20.9817
H: -11.6903 -2.0811 18.8159
H: -12.0862 -0.6551 18.9780
C: -18.2596 -5.4077 30.3493
C: -16.9901 -5.1283 29.6868
C: -17.3364 -4.9892 28.1992
O: -16.1775 -4.6331 27.4054
C: -16.3830 -4.4350 26.0278
N: -16.5072 -3.8392 30.2168
H: -18.5236 -6.4578 30.2237
H: -18.9605 -4.5895 30.1835
H: -18.0367 -5.3892 31.4161
H: -16.2400 -5.8965 29.8747
H: -18.1102 -4.2680 27.9364
H: -17.6940 -5.9713 27.8899
H: -17.2248 -3.7426 26.0424
H: -16.7472 -5.2558 25.4099
H: -15.5946 -3.8894 25.5095
H: -16.3255 -3.7980 31.2094
H: -15.6096 -3.7154 29.7707
C: -17.1051 -8.3511 27.3161
C: -16.2807 -7.5544 26.3660
C: -14.7479 -7.8915 26.4759
O: -14.1677 -7.3894 27.6982
C: -13.8316 -6.0078 27.6122
N: -16.7330 -7.7076 25.0424
H: -16.7699 -9.3871 27.3656
H: -18.1739 -8.1749 27.1947
H: -17.0180 -7.8979 28.3036
H: -16.3824 -6.5174 26.6863
H: -14.0947 -7.6772 25.6301
H: -14.6097 -8.9717 26.5217
H: -13.6319 -5.5528 26.6420
H: -12.9867 -5.6527 28.2022
H: -14.6599 -5.4036 27.9824
H: -16.2829 -7.0104 24.4668
H: -17.6752 -7.3566 25.1388
C: -14.3534 -1.0714 25.2760
C: -14.0133 -1.7010 23.8603
C: -12.5710 -2.3410 23.8458
O: -11.5233 -1.3948 24.0572
C: -10.3475 -2.1378 24.2930
N: -15.1132 -2.5613 23.5603
H: -13.7192 -0.2225 25.5315
H: -14.2942 -1.7517 26.1256
H: -15.3663 -0.6704 25.3131
H: -13.9330 -1.0116 23.0198
H: -12.3167 -2.7549 22.8701
H: -12.5378 -3.0463 24.6763
H: -10.4204 -2.6554 25.2495
H: -9.7173 -1.2532 24.3853
H: -10.1181 -2.8695 23.5183
H: -14.7890 -3.2797 22.9287
H: -15.4351 -3.1531 24.3128
C: -13.5398 -10.0665 24.2478
C: -13.5675 -9.6015 22.7659
C: -13.9120 -10.7178 21.7524
O: -13.6581 -10.3228 20.4318
C: -12.2826 -10.2612 20.0758
N: -14.5052 -8.5135 22.7059
H: -12.7184 -10.7605 24.4258
H: -14.5026 -10.5695 24.3375
H: -13.5195 -9.2050 24.9153
H: -12.5488 -9.2549 22.5921
H: -14.9451 -11.0075 21.9444
H: -13.4172 -11.6660 21.9624
H: -12.2974 -10.0935 18.9988
H: -11.6960 -11.1387 20.3476
H: -11.8125 -9.3222 20.3679
H: -14.3426 -8.1589 21.7743
H: -14.0499 -7.8585 23.3255
C: -17.7300 -5.9778 22.1944
C: -17.2097 -7.0912 21.3363
C: -16.2101 -6.8023 20.3073
O: -15.2854 -7.8765 20.0676
C: -14.3762 -7.7006 18.9532
N: -16.6512 -7.9647 22.3222
H: -18.4722 -5.3912 21.6531
H: -16.9577 -5.2367 22.4003
H: -18.2154 -6.4094 23.0697
H: -18.0511 -7.5857 20.8507
H: -15.6134 -5.9569 20.6498
H: -16.7284 -6.6003 19.3699
H: -13.9079 -8.6516 18.6994
H: -13.5487 -7.0420 19.2168
H: -14.9302 -7.2825 18.1127
H: -15.6910 -8.0366 22.0172
H: -16.4947 -7.2870 23.0545

Kohn-Sham gap, eV: 6.61
E, hartree: -4568.20553
Total charge: -1

These are the Mulliken partial charges, in e, on atoms 1 to 8: As 2.36; F -0.25; F -0.75; F -0.43; F -0.59; F -0.48; F -0.34; C -2.04

3.
Below is a molecular structure, C24H66AsF6N6O6, with properties calculated with ωB97M-V with the def2-TZVPD basis set.

Atoms and positions in Å:
As: 0.0462 0.6269 0.1740
F: 0.1401 1.5786 1.6163
F: 0.8995 -0.6412 1.0827
F: 0.0276 -0.3535 -1.2936
F: -0.6983 1.9270 -0.7368
F: 1.6720 1.0938 -0.3208
F: -1.4969 0.0552 0.7536
C: -2.6074 -2.9012 -0.5366
C: -3.6432 -2.1791 0.2821
C: -5.0743 -2.6884 0.2577
O: -5.9296 -2.1582 1.2588
C: -6.1722 -0.7694 1.1196
N: -3.1873 -2.2724 1.6651
H: -2.5757 -3.9767 -0.3592
H: -1.6248 -2.4422 -0.4101
H: -2.7129 -2.7180 -1.6121
H: -3.6068 -1.1435 -0.0925
H: -5.0164 -3.7606 0.4609
H: -5.5851 -2.5454 -0.7000
H: -7.2188 -0.4933 1.2740
H: -5.8803 -0.3878 0.1419
H: -5.6626 -0.2601 1.9414
H: -3.8263 -1.7267 2.2403
H: -2.2981 -1.8110 1.8237
C: 6.3859 0.1076 6.3389
C: 5.0201 0.5715 5.8405
C: 4.9391 0.4857 4.3043
O: 3.7265 0.9600 3.8003
C: 3.6819 0.9642 2.3671
N: 4.0539 -0.2949 6.5359
H: 6.4631 -0.9699 6.4858
H: 6.5675 0.5345 7.3275
H: 7.2409 0.4156 5.7270
H: 4.8591 1.6031 6.1584
H: 5.0374 -0.5894 4.0912
H: 5.7977 1.0624 3.9378
H: 3.5257 0.0010 1.8876
H: 4.6336 1.3181 1.9607
H: 2.8566 1.6495 2.2115
H: 3.1327 0.0618 6.2568
H: 3.9984 -1.2141 6.0964
C: 5.1773 -3.4237 1.3073
C: 4.0003 -2.8478 0.5742
C: 3.6051 -3.7948 -0.5771
O: 2.5491 -3.3784 -1.4357
C: 1.2655 -3.3764 -0.8487
N: 2.9073 -2.6106 1.5297
H: 4.9298 -4.2012 2.0389
H: 5.7256 -2.6842 1.8981
H: 5.8884 -3.9053 0.6260
H: 4.4600 -1.9688 0.0928
H: 3.3970 -4.8054 -0.2082
H: 4.4563 -3.7705 -1.2606
H: 1.0135 -2.4360 -0.3622
H: 1.1348 -4.1586 -0.0871
H: 0.5052 -3.6664 -1.5768
H: 2.1705 -2.2491 0.9432
H: 3.1327 -1.8611 2.1699
C: -1.9300 -2.8486 -4.5849
C: -0.9242 -2.1150 -5.4315
C: -1.2651 -0.6315 -5.4938
O: -2.5404 -0.3680 -6.0432
C: -2.8749 1.0038 -6.1237
N: 0.4002 -2.2020 -4.8001
H: -2.9334 -2.8830 -5.0165
H: -2.0272 -2.4707 -3.5684
H: -1.6455 -3.9049 -4.5500
H: -0.9312 -2.5136 -6.4460
H: -0.5779 -0.0999 -6.1824
H: -1.0187 -0.1384 -4.5409
H: -2.0273 1.6357 -6.4005
H: -3.2580 1.2794 -5.1338
H: -3.7052 1.0936 -6.8212
H: 0.4742 -1.7648 -3.8860
H: 1.0513 -1.6670 -5.3703
C: -2.7242 1.2422 3.9400
C: -3.0466 2.5347 3.1604
C: -4.2644 3.1929 3.7986
O: -4.5985 4.4162 3.2011
C: -5.5117 4.2604 2.1300
N: -1.9088 3.4319 3.3971
H: -2.7899 1.5207 4.9980
H: -1.6988 0.8962 3.8392
H: -3.5225 0.5215 3.7598
H: -3.1558 2.4077 2.0771
H: -4.0304 3.3744 4.8530
H: -5.1276 2.5142 3.8901
H: -6.4730 3.8656 2.4640
H: -5.0421 3.5873 1.4080
H: -5.7133 5.1828 1.5886
H: -1.1005 2.9812 2.9590
H: -1.9267 4.2614 2.8038
C: 3.0267 1.2766 -3.7410
C: 2.4008 2.6625 -3.5054
C: 0.9013 2.6496 -3.8801
O: 0.4859 4.0158 -3.8006
C: -0.9186 4.1152 -3.9747
N: 2.5561 3.0876 -2.1127
H: 4.0014 1.3570 -4.2256
H: 2.4042 0.5682 -4.2867
H: 3.2548 0.8294 -2.7708
H: 2.8736 3.4182 -4.1327
H: 0.3303 1.9923 -3.2138
H: 0.6584 2.3353 -4.9071
H: -1.1310 3.7617 -4.9902
H: -1.2270 5.1447 -3.8049
H: -1.4745 3.5036 -3.2561
H: 1.7859 3.7490 -1.9849
H: 2.2331 2.3556 -1.4695

Kohn-Sham gap, eV: 9.14
E, hartree: -4569.04717
Total charge: -1

These are the Mulliken partial charges, in e, on atoms 1 to 8: As 2.12; F -0.49; F -0.47; F -0.60; F -0.54; F -0.58; F -0.46; C -0.79

4.
Below is a molecular structure, C24H66Cl2N2O16Pd, with properties calculated with ωB97M-V with the def2-TZVPD basis set.

Atoms and positions in Å:
Pd: -4.1109 1.5298 1.4375
Cl: -1.8624 0.4938 0.9514
Cl: -5.6020 0.8757 -0.5011
C: -0.3426 -1.8378 4.1418
C: 0.0984 -0.5933 4.9636
O: -0.7857 -0.2340 5.9932
O: -0.1710 -2.9437 4.9455
H: 0.1576 -1.8262 3.1734
H: -1.4158 -1.7462 3.9745
H: 0.2363 0.2784 4.3239
H: 1.0466 -0.7730 5.4703
H: -0.7017 -0.8031 6.7617
H: 0.7073 -3.3166 4.8408
C: -2.0800 0.2494 -3.6332
C: -2.2091 -1.0170 -2.7093
O: -1.8181 -2.1871 -3.3612
O: -2.9021 0.0930 -4.8283
H: -1.0289 0.4126 -3.8711
H: -2.3786 1.1304 -3.0650
H: -3.1901 -1.2228 -2.2809
H: -1.6858 -0.9802 -1.7538
H: -2.4468 -2.8792 -3.1436
H: -2.8784 -0.8113 -5.1497
C: -4.9150 -4.4154 -0.1777
C: -4.1008 -3.6398 -1.2664
O: -3.0274 -4.2807 -1.8459
O: -5.7685 -5.3986 -0.6558
H: -5.5014 -3.6268 0.2937
H: -4.1625 -4.8946 0.4487
H: -3.6525 -2.7591 -0.8065
H: -4.8136 -3.2913 -2.0138
H: -3.3816 -4.7786 -2.5863
H: -5.7050 -6.2409 -0.1997
C: 3.1495 0.6916 1.9241
C: 3.2929 1.7751 0.9665
O: 2.3088 1.7152 -0.0302
O: 2.1961 0.9492 2.9451
H: 4.0508 0.5314 2.5158
H: 2.9941 -0.2700 1.4350
H: 4.2727 1.7576 0.4893
H: 3.3040 2.7827 1.3822
H: 2.6575 1.3779 -0.8586
H: 1.3260 1.1294 2.5819
C: 0.7772 5.8330 0.1513
C: 0.5847 4.3631 -0.2447
O: 0.1851 3.5904 0.8662
O: 0.7911 6.7137 -0.9764
H: 1.6130 6.0155 0.8268
H: -0.0921 6.0348 0.7771
H: 1.5429 4.0707 -0.6741
H: -0.2060 4.1758 -0.9712
H: 0.3793 2.6800 0.6317
H: -0.1403 6.9417 -1.0223
C: 1.0972 -3.4495 0.5064
C: -0.1685 -3.5221 -0.4319
O: -0.8762 -4.7682 -0.3750
O: 2.0906 -4.3004 0.0320
H: 0.8082 -3.7530 1.5126
H: 1.5284 -2.4485 0.4916
H: 0.1542 -3.2708 -1.4422
H: -0.8172 -2.6960 -0.1409
H: -1.7150 -4.5687 -0.7972
H: 1.7998 -5.1337 0.4097
C: 1.8398 0.1063 -2.5715
O: 3.1262 0.5284 -2.2198
C: 3.8521 1.4357 -3.0600
C: 4.5072 0.6870 -4.2268
N: 5.4446 -0.3360 -3.7503
C: 6.1676 -1.0748 -4.8110
C: 7.1355 -2.0805 -4.1053
O: 8.3036 -1.4736 -3.4278
C: 8.8900 -2.1779 -2.3398
H: 1.6542 -0.6615 -1.8204
H: 1.9038 -0.3503 -3.5592
H: 1.0754 0.8832 -2.5867
H: 4.6604 1.9125 -2.5056
H: 3.1703 2.1817 -3.4682
H: 5.0120 1.4691 -4.7939
H: 3.7318 0.2572 -4.8610
H: 4.9250 -0.9216 -3.1122
H: 6.7554 -0.4307 -5.4650
H: 5.4208 -1.6956 -5.3060
H: 7.5363 -2.9138 -4.6825
H: 6.5685 -2.6124 -3.3414
H: 9.3181 -3.1544 -2.5664
H: 8.1103 -2.2943 -1.5871
H: 9.6652 -1.5256 -1.9379
C: -3.4444 4.0645 -0.5873
O: -3.4118 3.5035 0.6914
C: -3.0570 4.3979 1.7098
C: -2.6782 3.6710 2.9868
N: -3.6151 2.5951 3.3466
C: -3.1439 1.6104 4.2804
C: -4.3068 0.5247 4.3063
O: -4.4231 -0.0429 3.0123
C: -4.8890 -1.3938 3.0097
H: -2.4402 4.2533 -0.9667
H: -3.9976 4.9847 -0.7753
H: -3.8582 3.3838 -1.3313
H: -3.8052 5.1654 1.9083
H: -2.1904 4.9756 1.3882
H: -2.5613 4.3438 3.8364
H: -1.6931 3.2107 2.9116
H: -4.2475 3.1617 3.8935
H: -3.0312 2.0514 5.2708
H: -2.1806 1.1226 4.1318
H: -5.2178 0.9203 4.7553
H: -3.9975 -0.2703 4.9848
H: -4.7280 -1.8692 2.0421
H: -5.9352 -1.4964 3.2979
H: -4.4178 -2.1390 3.6507

Kohn-Sham gap (spin up / spin down), eV: 8.96 / 7.15
Spin multiplicity: 3
E, hartree: -3315.37321
Total charge: 0
Expectation value of S²: 2.005

These are the Mulliken partial charges, in e, on atoms 1 to 8: Pd 0.20; Cl -0.32; Cl -0.57; C 0.57; C -0.23; O -0.57; O -0.58; H -0.03